C6H8 | ωB97M-V/def2-TZVPD

Positions of all 14 atoms, in Å:
1 C -1.286712 1.168039 0.018410
2 C -0.269498 0.254862 -0.674575
3 C 1.106386 0.578650 -0.159893
4 C 1.597139 -0.471953 0.509295
5 C 0.627882 -1.580088 0.443537
6 C -0.454245 -1.175809 -0.236021
7 H -1.206388 2.216687 -0.286502
8 H -2.320799 0.844408 -0.159032
9 H -1.051607 1.105332 1.071038
10 H -0.302019 0.333851 -1.771307
11 H 1.546452 1.566294 -0.255642
12 H 2.551955 -0.526047 1.020704
13 H 0.785744 -2.558142 0.886511
14 H -1.366162 -1.741877 -0.402246

Forces on the atoms, in the same order (eV/Å):
C -0.295 0.069 -0.424
C 0.065 -0.043 0.008
C 0.025 0.018 0.047
C 0.138 -0.114 -0.132
C 0.018 -0.012 -0.016
C 0.057 0.002 0.065
H 0.099 -0.178 -0.047
H 0.251 0.051 0.074
H -0.267 0.081 0.444
H -0.130 0.058 0.148
H 0.032 -0.202 -0.030
H -0.121 0.044 -0.049
H -0.071 0.153 -0.025
H 0.198 0.072 -0.063

Summary:
DFT total energy, hartree: -233.3829
SMILES: CC1C=CC=C1
HOMO-LUMO gap, eV: 9.663
Molar mass, g mol⁻¹: 80.130
ΔE to the lowest compared entry with this formula, charge and spin, eV: 0.111
HOMO energy, hartree: -0.314

Results of the natural (NBO) charge analysis, in e, for atoms 1 through 2: number 1, C, carries -0.58; number 2, C, carries -0.31



C5H6O3 | ωB97M-V/def2-TZVPD

Positions of all 14 atoms, in Å:
1 C 0.695521 -0.324816 -0.002573
2 C -0.176510 -0.838122 -1.133063
3 C -1.152898 0.050037 0.623230
4 C -0.081019 -0.850561 1.276365
5 C -0.063840 0.955610 0.216961
6 H 2.526418 -1.150745 0.039352
7 H -0.053087 -1.893480 -1.315792
8 H 0.200415 -0.338286 -2.010210
9 H -2.047801 0.270702 1.299771
10 H 0.233276 -0.467770 2.244965
11 H -0.565682 -1.975265 1.153816
12 O 2.098918 -0.170580 -0.067510
13 O -1.549118 -0.491621 -0.643866
14 O -0.002434 2.112445 -0.200801

Forces on the atoms, in the same order (eV/Å):
C 1.882 0.261 2.099
C 0.284 -0.182 -0.195
C -3.564 0.334 3.221
C -1.925 -2.785 -2.417
C -0.456 3.972 -2.721
H -1.466 3.557 -0.468
H -0.365 -0.546 0.175
H -0.772 0.558 -0.678
H 1.101 0.105 -1.429
H 0.065 -0.367 -0.063
H 1.910 2.527 0.921
O 0.637 -4.346 -0.075
O 2.248 -0.582 -0.016
O 0.421 -2.506 1.646

Summary:
DFT total energy, hartree: -419.7160
HOMO-LUMO gap, eV: 9.807
Molar mass, g mol⁻¹: 114.100
ΔE to the lowest compared entry with this formula, charge and spin, eV: 3.359
HOMO energy, hartree: -0.349

Results of the natural (NBO) charge analysis, in e, for atoms 1 through 2: number 1, C, carries 0.12; number 2, C, carries -0.10



C11H26NO14Y2 | ωB97M-V/def2-TZVPD

Positions of all 54 atoms, in Å:
1 Y -2.625932 -0.018924 1.110236
2 Y -1.527299 5.185856 1.190165
3 O -0.258241 2.208361 4.207845
4 C -1.243926 2.499489 3.372854
5 O -1.959630 1.592430 2.887886
6 O -1.308067 3.706672 2.962987
7 H -0.068634 3.113320 4.520058
8 O 1.053647 1.840195 -0.910483
9 C 0.111694 2.148916 -0.002809
10 O -0.097363 3.324491 0.359694
11 O -0.713473 1.201385 0.310538
12 H 0.527573 0.995518 -0.926998
13 O -4.637045 3.221368 -1.370966
14 C -3.764525 2.951003 -0.440309
15 O -3.677066 1.801828 0.106219
16 O -2.984426 3.837703 -0.020147
17 H -5.348413 2.560478 -1.338993
18 C 1.370852 -1.799195 1.635171
19 C -0.105943 -2.215475 1.734950
20 C -0.285237 -3.342714 2.748264
21 O 0.433335 -4.477819 2.309273
22 C 0.915151 -5.265533 3.378252
23 N -0.784527 -1.016862 2.338273
24 H 1.522137 -0.848755 1.109000
25 H 2.031992 -2.429035 1.038602
26 H 1.788034 -1.704402 2.639061
27 H -0.579320 -2.562105 0.811970
28 H -1.352447 -3.611661 2.714052
29 H -0.139112 -3.079379 3.800219
30 H 1.413410 -6.175911 3.043258
31 H 0.005840 -5.762281 3.745812
32 H 1.500271 -4.778920 4.157161
33 H -0.711717 -1.089300 3.354094
34 H -0.030452 -0.341871 2.198662
35 C 3.464498 -0.060385 -2.162328
36 C 3.785790 -1.508206 -2.646365
37 O 3.792745 -2.489844 -1.639982
38 O 4.611383 0.724879 -1.875644
39 H 2.798789 -0.212531 -1.307914
40 H 3.035027 0.417612 -3.042466
41 H 4.634554 -1.560051 -3.331438
42 H 2.952375 -1.795804 -3.293732
43 H 4.598683 -2.605833 -1.130862
44 H 4.975106 0.406588 -1.042577
45 C -1.027563 2.182061 -3.378362
46 C -2.441376 1.653209 -3.522749
47 O -2.386942 0.378609 -4.219975
48 O -0.497360 2.642919 -4.592688
49 H -0.428967 1.378115 -2.932518
50 H -0.925242 2.963893 -2.620351
51 H -2.909848 2.389939 -4.180657
52 H -3.030028 1.607726 -2.602937
53 H -3.248514 -0.045288 -4.158960
54 H -0.224254 1.863521 -5.091347

Forces on the atoms, in the same order (eV/Å):
Y 2.691 4.013 0.672
Y 0.200 -6.117 -0.341
O -1.289 1.021 -0.036
C -0.118 -1.850 -1.964
O -0.313 -0.598 -0.058
O -0.631 2.921 -1.205
H 1.042 -0.451 0.628
O -2.615 -0.772 2.339
C -1.341 1.656 -0.554
O -0.152 2.265 0.848
O -0.522 -1.188 0.266
H 2.220 -1.057 -2.056
O 0.202 0.142 0.667
C 0.337 -1.111 1.249
O -0.395 -1.731 -0.064
O 1.475 3.082 0.690
H 0.001 -0.084 -0.409
C 0.386 -0.183 -0.956
C 1.409 -0.369 1.365
C -0.917 -1.626 -0.935
O 0.804 1.613 -0.107
C -1.490 -2.086 0.382
N -0.236 0.567 -0.670
H -0.415 0.260 0.145
H -0.333 -0.584 0.274
H -0.013 -0.061 0.021
H 0.148 0.353 -0.266
H -0.274 -0.017 0.132
H 0.755 0.296 -0.075
H 0.620 0.634 -0.676
H 0.146 0.378 1.017
H -0.105 0.354 -0.194
H -0.657 -0.288 0.125
H -0.530 0.732 -0.193
C 1.384 -1.333 -1.189
C -0.523 0.467 -0.472
O -0.466 -0.308 0.709
O -0.456 -0.226 0.631
H -0.264 0.476 0.020
H -0.517 0.227 0.343
H 0.384 0.249 0.403
H -0.182 -0.037 0.130
H 0.358 0.349 -0.445
H 0.259 0.110 -0.069
C 0.334 -0.780 0.691
C -0.065 0.087 -1.582
O 0.181 0.768 1.175
O -0.070 -0.292 0.473
H 0.222 -0.258 -0.357
H -0.455 0.440 -0.259
H -0.437 -0.050 0.045
H 0.263 -0.228 0.249
H -0.027 0.065 -0.310
H -0.016 0.156 -0.247

Summary:
DFT total energy, hartree: -1618.6164
HOMO-LUMO gap, eV: 3.815
Net charge: +3
Molar mass, g mol⁻¹: 574.134
HOMO energy, hartree: -0.564

Results of the Löwdin charge analysis, in e, for atoms 1 through 2: number 1, Y, carries 2.07; number 2, Y, carries 2.21



C20H15Br2ClN3O4S3Sm | ωB97M-V/def2-TZVPD

Positions of all 49 atoms, in Å:
1 Sm -1.064850 -0.411195 0.060674
2 O 0.452290 2.908257 2.809314
3 C 0.035912 1.869812 2.284367
4 O -0.976703 1.708409 1.538221
5 C 0.816956 0.582473 2.543640
6 C 2.043985 0.505691 3.162521
7 C 2.621219 -0.752692 3.325713
8 C 1.932215 -1.893219 2.947214
9 C 0.698725 -1.729359 2.343453
10 N 0.195804 -0.518582 2.116052
11 C -0.220858 -2.862344 1.905906
12 O -0.156289 -3.925253 2.501890
13 O -1.029187 -2.529190 0.958827
14 H 2.528053 1.419299 3.478684
15 H 3.611697 -0.841566 3.755952
16 H 2.328934 -2.890265 3.070495
17 C 3.458466 4.177805 0.552467
18 C 2.217862 3.732062 -0.169047
19 C 1.428483 4.590177 -0.913484
20 C 0.258188 4.120559 -1.493732
21 C -0.056975 2.797742 -1.261201
22 Br -1.648483 2.056111 -2.011863
23 N 0.656969 1.955506 -0.560066
24 C 1.790595 2.416596 -0.036958
25 H 3.847743 5.109591 0.138133
26 H 4.237816 3.415859 0.494158
27 H 3.224219 4.337535 1.608324
28 H 1.720412 5.627587 -1.044900
29 H -0.386949 4.749811 -2.089981
30 H 2.394629 1.688490 0.491123
31 S 3.546038 -0.483402 -0.622516
32 C 2.168890 -1.401334 -1.039736
33 S 0.871164 -0.665965 -2.016944
34 S 1.996698 -3.025236 -0.558148
35 Br -4.225510 -0.211067 -2.894935
36 C -3.253680 -1.844365 -2.747560
37 C -3.814734 -2.945831 -3.371128
38 C -3.116658 -4.137201 -3.297270
39 C -1.906604 -4.159958 -2.634370
40 C -1.427536 -2.998124 -2.050817
41 N -2.110770 -1.838028 -2.095117
42 H -4.764162 -2.858907 -3.878724
43 H -3.518203 -5.033130 -3.757593
44 H -1.316295 -5.063131 -2.556150
45 H -0.463837 -2.990584 -1.545699
46 Cl -4.216619 -1.937528 0.370782
47 C -3.517345 -0.216590 0.545052
48 H -3.640657 -0.011028 1.612261
49 H -4.251075 0.405702 0.032738

Forces on the atoms, in the same order (eV/Å):
Sm 0.022 0.361 0.005
O 0.000 -0.033 -0.069
C -0.131 0.068 0.007
O -0.108 -0.231 -0.034
C -0.224 -0.081 0.005
C 0.136 -0.087 0.098
C 0.000 0.023 0.006
C 0.059 0.038 0.086
C -0.097 0.085 0.016
N 0.315 -0.247 0.113
C -0.010 -0.017 -0.226
O 0.010 -0.088 -0.053
O 0.222 0.190 0.235
H 0.008 -0.010 0.007
H -0.002 0.010 -0.002
H 0.003 0.021 0.002
C -0.052 -0.011 -0.022
C 0.094 -0.001 0.071
C -0.031 0.051 -0.072
C 0.021 0.019 -0.013
C -0.017 -0.004 -0.105
Br -0.087 0.071 0.010
N 0.029 0.343 0.096
C 0.034 -0.172 -0.013
H 0.001 -0.001 0.008
H -0.034 0.009 -0.015
H 0.031 0.008 -0.012
H -0.009 -0.023 0.008
H 0.008 -0.003 0.011
H -0.044 0.011 0.023
S -0.177 -0.030 -0.079
C 0.106 -0.063 0.063
S 0.346 -0.319 -0.070
S -0.006 0.148 -0.117
Br 0.035 0.037 0.000
C 0.052 -0.042 -0.010
C -0.040 0.018 -0.039
C -0.099 -0.008 -0.055
C 0.222 -0.072 0.100
C -0.145 0.105 -0.028
N -0.207 -0.219 -0.025
H 0.026 -0.007 -0.001
H 0.009 0.023 0.005
H -0.014 0.024 0.020
H -0.028 0.033 0.018
Cl -0.164 0.181 0.085
C -0.153 -0.172 -0.046
H 0.074 -0.002 0.074
H 0.016 0.064 -0.066

Summary:
<S²>: 8.760
DFT total energy, hartree: -8697.3247
HOMO-LUMO gap (alpha / beta), eV: 4.873 / 4.877
Net charge: -2
Molar mass, g mol⁻¹: 803.179
Spin multiplicity: 6
ΔE to the lowest compared entry with this formula, charge and spin, eV: 1.224
HOMO energy (alpha / beta), hartree: -0.027 / -0.028

Results of the natural (NBO) charge analysis, in e, for atoms 1 through 2: number 1, Sm, carries 1.76; number 2, O, carries -0.71



Question: Among the records above, which one has the lowest molar mass?
Answer: C6H8